Here is C4H3O3 as an isolated structure at a distorted geometry from the Open Molecules 2025 dataset. Energies are from the ωB97M-V functional and the def2-TZVPD basis.

Structure (XYZ):
```
10
Properties=species:S:1:pos:R:3:forces:R:3
C 0.2997 -1.1628 -0.5899 1.77 -2.67 -2.51
C 1.2979 -0.3342 -0.1165 0.64 0.56 2.60
C -0.7657 -0.5324 -0.0679 -2.90 0.47 1.68
C 0.1757 0.5860 0.3623 -0.24 2.07 1.16
O 2.5054 -0.3230 0.1692 -0.45 -0.06 -0.94
O -1.9625 -0.8366 0.1831 1.22 0.84 -0.51
O 0.1725 1.7639 -0.4674 -0.51 1.65 3.92
H 0.3751 -2.0763 -1.0744 0.08 -1.90 -0.92
H 0.0802 0.8438 1.4603 0.39 0.25 -1.17
H 0.1698 1.4504 -1.3176 0.00 -1.21 -3.32
```
Forces are in eV/Å.

For the electronic energy, the calculation gives -10338.6541 eV. The calculation puts the energy relative to the best compared isomer or geometry (same formula, charge and spin) at 11.1 kcal per mole. The HOMO energy is -4.03 eV. For the frontier orbital gap, the calculation gives 8.20 eV. The net charge is -1.



Here is an isolated ion of composition C10H13N2 and charge +1 at a distorted geometry from the Open Molecules 2025 dataset. Energies are from the ωB97M-V functional and the def2-TZVPD basis.

Structure (XYZ):
```
25
Properties=species:S:1:pos:R:3:forces:R:3
C -3.8975 0.0102 -0.9369 -0.02 0.71 2.07
C -2.6966 -0.6597 -1.0663 -1.11 1.18 0.88
C -4.2154 0.4465 0.4619 -0.95 0.20 -4.37
C -2.0755 0.2123 1.1694 -2.60 -1.91 -2.88
C -1.7307 -0.5843 -0.0021 -1.59 1.38 1.37
C 2.4601 0.0745 0.1423 1.77 0.98 -0.17
C 2.0256 -1.2739 0.3654 -0.97 -3.12 0.14
C 0.5238 -1.3703 0.7706 2.03 -2.82 0.64
C -0.4526 -1.0135 -0.2107 0.80 0.19 -2.92
C 1.9825 2.3729 -0.3602 2.87 -0.14 -0.50
N -3.3258 0.6285 1.3631 1.77 -0.24 1.54
N 1.7049 0.9555 -0.2738 -2.87 1.33 -0.70
H -4.5810 0.3347 -1.7470 0.37 -1.08 0.58
H -2.5003 -1.2849 -1.9034 0.38 -0.04 -0.84
H -5.2450 0.7553 0.6636 0.25 -0.25 0.15
H -1.4278 0.4979 1.8958 2.29 0.74 1.78
H 3.4964 0.2781 0.2932 1.12 0.21 0.36
H 2.3618 -1.9686 -0.4401 -0.81 0.72 -0.33
H 2.5437 -1.8474 1.1327 0.36 0.83 0.68
H 0.3887 -2.5664 0.8618 -0.13 2.28 -0.17
H 0.4723 -1.0046 1.8227 -0.75 -0.02 -0.91
H -0.2185 -1.1067 -1.3733 -0.04 -0.38 2.69
H 1.5872 2.8579 0.4701 -1.18 0.67 1.53
H 1.7155 2.9604 -1.2204 -0.98 -0.68 -0.75
H 3.0556 2.6553 -0.2964 -0.02 -0.72 0.14
```
Forces are in eV/Å.

For the electronic energy, the calculation gives -13550.7857 eV. The calculation puts the energy relative to the best compared isomer or geometry (same formula, charge and spin) at 104.9 kcal per mole. The HOMO energy is -12.80 eV. For the frontier orbital gap, the calculation gives 6.92 eV. Its SMILES is C/N=C/CC/C=C1/C=CC=[N+]=C1. The net charge is +1.



Here is a 3-piece molecular cluster, C25H44F5O12P3S overall at a distorted geometry from the Open Molecules 2025 dataset. Energies are from the ωB97M-V functional and the def2-TZVPD basis.

Structure (XYZ):
```
90
Properties=species:S:1:pos:R:3:forces:R:3
C -1.0614 -0.3483 1.4327 0.81 -0.32 -0.11
P -1.9073 -0.0980 -0.1710 -1.25 0.97 0.14
O -0.7093 0.5289 -1.1430 0.16 -0.49 0.23
C -2.3011 -1.7583 -0.9821 1.88 0.07 0.08
C -1.4853 -2.0305 -2.2685 -0.27 -0.13 0.31
C -0.0129 -2.3886 -1.9974 -0.19 -0.03 -0.16
C 0.5774 -3.3309 -3.0631 0.28 0.14 -0.52
F 0.7035 -4.6119 -2.5956 -0.08 0.09 0.15
F -0.2651 -3.4311 -4.1426 -0.14 0.03 0.18
C 1.9193 -2.8729 -3.6128 0.32 -0.07 -0.26
C 2.2610 -3.1399 -4.9360 -0.15 -0.10 0.22
C 3.4645 -2.6866 -5.4392 0.22 -0.06 -0.55
C 4.3578 -1.9664 -4.6654 0.10 0.18 0.38
C 4.0325 -1.7197 -3.3424 -0.06 0.02 -0.12
C 4.9238 -0.9388 -2.4157 -0.71 -0.13 0.16
F 5.7959 -0.1676 -3.0731 0.30 -0.32 0.18
F 5.5715 -1.7563 -1.5646 0.35 0.21 -0.25
F 4.1842 -0.1161 -1.6294 0.16 -0.04 -0.02
C 2.8313 -2.1812 -2.8373 -0.47 0.01 0.64
C 0.2484 -2.8881 -0.5787 0.92 0.27 -0.26
O -0.7268 -3.8162 -0.0924 -0.13 0.98 0.00
S -2.2018 -3.2235 0.0393 -2.74 -1.65 -0.10
O -3.0525 -4.1909 -0.5920 0.42 -0.06 -0.55
O -2.5840 -2.9712 1.3950 1.07 0.77 0.29
H -0.7439 -1.3640 1.6574 -0.14 0.00 0.09
H -0.1583 0.2696 1.4281 -0.10 0.10 -0.13
H -1.6822 0.0026 2.2542 -0.20 -0.06 -0.14
H -1.0986 1.2724 -1.6144 0.14 0.04 -0.08
H -3.3463 -1.7185 -1.2819 -0.10 -0.12 0.38
H -1.5063 -1.1309 -2.8811 -0.13 -0.09 -0.11
H -2.0140 -2.8226 -2.7955 0.17 -0.04 -0.07
H 0.5394 -1.4534 -2.0817 -0.01 -0.01 0.05
H 1.5805 -3.6985 -5.5625 0.01 0.06 -0.05
H 3.7112 -2.8840 -6.4745 -0.01 -0.02 0.00
H 5.2887 -1.5813 -5.0591 -0.04 -0.08 -0.15
H 2.5786 -1.9647 -1.8062 0.14 0.07 0.00
H 0.3712 -2.0206 0.0717 -0.31 -0.12 0.18
H 1.2024 -3.4113 -0.5442 -0.13 -0.19 0.08
O 1.9603 5.3011 -5.1742 0.74 0.99 2.31
P 1.4086 4.1799 -4.3901 -2.37 -3.32 -3.58
O 2.2401 2.8427 -4.7657 0.16 0.55 0.55
C 3.6661 2.8571 -4.8642 0.39 -0.14 -0.05
C 4.3074 2.5224 -3.5322 -0.07 0.24 -0.02
O -0.0110 3.8518 -5.0902 0.06 0.01 0.41
C -0.5824 4.7382 -6.0535 -0.04 0.10 -0.29
C -0.2111 4.3290 -7.4650 -0.02 -0.19 -0.03
O 0.8162 3.7059 -2.9646 1.12 1.99 0.48
C 1.5092 3.9560 -1.7305 0.17 -0.14 0.53
C 2.1627 5.3202 -1.6647 0.00 0.06 -0.20
H 4.0304 3.8166 -5.2370 -0.20 0.06 -0.03
H 3.9334 2.1000 -5.6025 -0.15 -0.02 -0.02
H 4.1667 3.3393 -2.8194 0.02 -0.02 0.01
H 5.3803 2.3685 -3.6483 -0.01 0.00 -0.02
H 3.8678 1.6224 -3.1131 -0.03 0.01 -0.02
H -0.2897 5.7678 -5.8520 0.16 -0.04 0.01
H -1.6644 4.6830 -5.9238 0.02 -0.10 0.10
H 0.8577 4.1360 -7.5515 0.04 0.17 0.05
H -0.4875 5.1089 -8.1757 -0.01 -0.01 0.00
H -0.7284 3.4090 -7.7419 -0.01 0.01 -0.01
H 2.2346 3.1580 -1.5531 0.03 0.00 -0.17
H 0.7638 3.8759 -0.9389 -0.11 -0.06 -0.14
H 2.8771 5.4662 -2.4815 0.01 -0.01 0.07
H 2.7020 5.4355 -0.7248 -0.02 -0.04 0.02
H 1.4147 6.1108 -1.7357 0.01 0.00 0.00
O -1.7337 -0.3352 6.3470 1.03 -2.39 -0.02
P -2.6885 -0.8726 7.3374 -3.15 4.21 1.46
O -4.1674 -0.8476 6.6787 0.61 -0.63 -0.02
C -4.3729 -1.2894 5.3358 -0.25 -0.06 -0.42
C -4.7109 -2.7663 5.2682 0.12 -0.03 0.08
O -2.8361 0.3034 8.4371 0.05 -0.38 0.06
C -1.9492 1.4204 8.4493 0.07 0.26 -0.08
C -2.5227 2.5864 7.6681 -0.18 0.04 0.04
O -2.9398 -1.9788 8.4798 1.84 -0.86 -1.24
C -2.7044 -3.3770 8.2515 -0.11 -0.56 0.08
C -1.4636 -3.6608 7.4309 0.04 0.19 -0.09
H -3.5019 -1.0701 4.7150 0.06 0.07 0.12
H -5.2079 -0.7084 4.9430 0.01 0.08 0.12
H -3.8406 -3.3775 5.5190 -0.02 -0.02 -0.03
H -5.0212 -3.0343 4.2578 0.03 0.01 -0.01
H -5.5158 -3.0140 5.9609 -0.03 0.04 -0.02
H -0.9671 1.1382 8.0713 -0.06 -0.07 -0.13
H -1.8190 1.7033 9.4953 -0.09 -0.10 0.03
H -2.8914 2.2652 6.6945 0.16 -0.07 -0.05
H -1.7667 3.3595 7.5220 -0.01 0.00 0.01
H -3.3663 3.0238 8.2041 0.01 0.01 0.00
H -3.5914 -3.8256 7.7976 -0.02 0.15 -0.10
H -2.5974 -3.8330 9.2356 -0.05 0.17 0.07
H -1.5033 -3.1683 6.4538 -0.01 -0.07 0.02
H -1.3602 -4.7321 7.2604 -0.03 -0.01 0.03
H -0.5708 -3.3025 7.9450 -0.01 0.00 -0.01
```
Forces are in eV/Å.

For the electronic energy, the calculation gives -103501.8803 eV. The HOMO energy is -8.98 eV. For the frontier orbital gap, the calculation gives 9.25 eV. Its SMILES is CP(O)[C@H]1C[C@H](C(F)(F)c2cccc(C(F)(F)F)c2)COS1(=O)=O.CCOP(=O)(OCC)OCC.CCOP(=O)(OCC)OCC. The net charge is 0.



Here is a 2-piece molecular cluster, C5H15N2O overall at a distorted geometry from the Open Molecules 2025 dataset. Energies are from the ωB97M-V functional and the def2-TZVPD basis.

Structure (XYZ):
```
23
Properties=species:S:1:pos:R:3:forces:R:3
C -0.1315 -0.6935 1.9699 -0.69 1.14 -0.92
O 0.3588 -0.4727 3.2745 -1.14 0.74 -0.90
C -1.1583 0.4544 1.6424 0.32 -0.75 0.25
N -1.6190 0.4313 0.1635 -0.95 1.14 0.48
H -0.6646 -1.6492 1.9108 0.21 -0.06 -0.21
H 0.6817 -0.6281 1.2085 -0.44 -0.36 0.50
H 1.0997 -1.0463 3.3176 1.24 -0.76 0.71
H -2.0406 0.3144 2.2942 0.43 0.34 -0.44
H -0.6611 1.4297 1.8198 -0.57 -0.53 -0.18
H -1.7808 -0.4916 -0.2523 0.53 0.05 0.29
H -0.8969 1.0002 -0.4012 -0.45 -0.57 0.60
H -2.5653 0.8951 0.0831 1.34 -0.32 0.19
C 0.5121 -1.3763 -3.1132 -0.96 1.09 0.28
C 0.6262 -0.6135 -1.8105 0.75 0.53 -0.35
C 0.8373 0.7166 -1.7754 -0.33 -0.52 0.23
N 0.8157 1.5561 -0.6137 0.07 -0.01 -0.24
H 0.6622 -0.6900 -3.9539 0.14 -0.29 0.07
H 1.2349 -2.1634 -3.1111 0.34 -0.60 -0.32
H -0.5123 -1.7812 -3.2275 0.56 -0.09 0.08
H 0.7255 -1.2572 -0.9271 -0.32 0.50 -0.01
H 0.8892 1.3170 -2.6846 -0.13 -0.37 0.05
H 1.1821 2.4788 -0.8182 -0.11 -0.08 0.04
H 1.2841 1.2151 0.2173 0.15 -0.22 -0.18
```
Forces are in eV/Å.

For the electronic energy, the calculation gives -10448.6694 eV. The calculation puts the energy relative to the best compared isomer or geometry (same formula, charge and spin) at 43.6 kcal per mole. The HOMO energy is -12.63 eV. For the frontier orbital gap, the calculation gives 9.48 eV. The net charge is +1.



Here is one molecule with the formula C19H22N2O5S at a distorted geometry from the Open Molecules 2025 dataset. Energies are from the ωB97M-V functional and the def2-TZVPD basis.

Structure (XYZ):
```
49
Properties=species:S:1:pos:R:3:forces:R:3
C 3.1685 3.1709 0.5787 -0.09 -0.15 -0.14
H 2.7382 4.0731 1.0071 0.01 0.12 0.05
H 3.9727 2.8288 1.2265 0.09 0.02 0.06
H 3.5823 3.4117 -0.3975 0.09 0.08 -0.07
C 2.0904 2.0935 0.4482 0.10 0.07 -0.02
C 1.5450 1.7513 1.8044 0.02 -0.11 -0.07
C 2.1438 0.7507 2.5625 0.05 0.03 0.01
C 1.7109 0.4627 3.8436 0.06 0.02 0.03
C 0.6721 1.1867 4.4040 -0.01 0.03 0.10
C 0.0575 2.1801 3.6663 0.19 -0.04 0.15
C 0.4826 2.4482 2.3751 -0.29 0.51 -0.20
S -0.4176 3.6798 1.4360 -0.14 -0.07 0.23
C -1.8519 2.6287 0.9412 0.32 0.53 0.23
C -1.3373 1.5460 0.0849 0.25 -0.87 -0.37
N -1.1320 1.7151 -1.1945 -0.60 1.03 0.26
O -0.5271 0.6093 -1.6731 0.44 -0.92 0.04
C -0.3392 -0.2698 -0.6704 -0.54 0.67 1.09
C -0.8546 0.2567 0.4976 0.23 -0.28 -1.01
C -1.0424 -0.3360 1.8543 -0.03 -0.06 -0.09
O -1.8022 0.1721 2.6407 -0.02 -0.11 -0.05
O -0.3743 -1.4334 2.1413 0.12 -0.43 0.13
H 0.1362 -1.8248 1.3781 -0.21 0.34 0.03
C 0.3770 -1.5256 -0.9729 0.10 0.17 -0.32
O 0.6911 -2.3175 -0.0869 -0.04 -0.09 0.14
N 0.6742 -1.6941 -2.2631 -0.10 0.08 -0.22
H 0.3535 -1.0209 -2.9454 -0.03 0.03 0.16
C 1.3013 -2.8794 -2.7901 -0.04 -0.40 -0.37
H 2.1772 -2.5851 -3.3738 0.00 -0.05 0.10
H 1.6070 -3.5072 -1.9516 0.06 0.05 -0.12
C 0.3206 -3.6423 -3.6989 0.33 -0.23 0.41
H 0.8843 -4.4206 -4.2308 -0.06 0.08 0.09
C -0.8670 -4.2461 -2.9349 0.03 0.13 -0.21
H -0.7015 -5.2924 -2.6919 0.03 -0.02 0.07
H -1.0360 -3.6970 -2.0075 -0.01 -0.02 0.05
C -2.0313 -4.0322 -3.8996 0.16 0.15 -0.08
H -2.9949 -3.9698 -3.4008 -0.07 -0.03 -0.01
C -1.6304 -2.7178 -4.5641 -0.45 0.00 0.01
H -2.0375 -2.5918 -5.5685 -0.02 0.02 0.08
O -0.2173 -2.7534 -4.6719 0.27 0.11 0.01
H -1.9406 -1.8612 -3.9469 0.00 -0.07 -0.07
H -2.0620 -4.8316 -4.6402 -0.05 -0.01 -0.02
H -2.5118 3.2920 0.3877 -0.08 -0.04 0.00
H -2.3203 2.2359 1.8409 -0.07 0.04 -0.20
H -0.7647 2.7433 4.0799 -0.09 0.03 0.03
H 0.3319 0.9706 5.4044 -0.04 -0.05 0.10
H 2.1847 -0.3285 4.4045 0.03 -0.08 0.05
H 2.9587 0.1866 2.1308 0.10 -0.07 -0.05
H 2.5202 1.1996 -0.0120 -0.04 -0.02 0.00
H 1.2997 2.4765 -0.1992 0.03 -0.14 0.00
```
Forces are in eV/Å.

For the electronic energy, the calculation gives -44113.0532 eV. The calculation puts the energy relative to the best compared isomer or geometry (same formula, charge and spin) at 36.4 kcal per mole. The HOMO energy is -8.77 eV. For the frontier orbital gap, the calculation gives 8.45 eV. Its SMILES is CCc1ccccc1SCc1noc(C(=O)NC[C@H]2CCCO2)c1C(=O)O. The net charge is 0.



Here is C6H15NO2Rb as an isolated structure at a distorted geometry from the Open Molecules 2025 dataset. Energies are from the ωB97M-V functional and the def2-TZVPD basis.

Structure (XYZ):
```
25
Properties=species:S:1:pos:R:3:forces:R:3
Rb -0.3821 -0.3561 -1.4699 -0.73 -2.01 -2.49
C -1.4350 -3.6377 0.1144 0.61 -0.52 -1.39
O -1.2165 -2.2453 0.3745 -1.40 -0.97 0.35
C -0.2946 -2.0609 1.4006 0.11 1.49 1.51
C -0.2995 -0.5900 1.8154 -0.52 1.32 -0.79
N 0.4282 0.2455 0.8368 1.38 0.52 1.00
C -0.1999 1.5666 0.5271 2.13 -0.74 0.09
C 0.6861 2.4678 -0.4309 -0.46 -1.17 -0.38
O 1.0883 1.7058 -1.5970 -1.34 -0.18 1.32
C 1.3321 2.5587 -2.6850 1.01 -0.65 0.28
H -0.4601 -4.0444 -0.1543 0.05 -0.13 -0.79
H -2.1869 -3.7162 -0.6708 0.42 0.20 -0.32
H -1.7556 -4.4183 0.8044 -0.40 1.11 1.48
H 0.7011 -2.3068 1.0316 0.24 -0.49 0.42
H -0.6149 -2.5581 2.3161 0.34 -0.79 -0.15
H 0.0296 -0.3307 2.8216 0.35 -0.76 0.16
H -1.3176 -0.2007 1.8233 -0.43 -0.42 -0.09
H 1.3482 0.3762 1.2327 0.29 0.24 -0.25
H -0.3507 2.0730 1.4804 -0.77 0.43 -0.36
H -1.0655 1.1666 -0.0011 -0.84 1.81 0.71
H 1.6154 2.8840 -0.0417 -0.15 -0.12 0.79
H 0.0857 3.3081 -0.7794 -0.23 0.08 0.20
H 0.4400 3.1062 -2.9892 0.18 0.35 0.07
H 1.6519 1.8836 -3.4788 0.14 0.41 -0.23
H 2.1722 3.1232 -2.2806 0.01 1.00 -1.15
```
Forces are in eV/Å.

For the electronic energy, the calculation gives -12698.1622 eV. The calculation puts the energy relative to the best compared isomer or geometry (same formula, charge and spin) at 42.4 kcal per mole. The HOMO energy is -13.15 eV. For the frontier orbital gap, the calculation gives 10.22 eV. The net charge is +1.